Record 1
86
Properties=species:S:1:pos:R:3:forces:R:3:lowdin_charge:R:1 method="wB97M-V/def2-TZVPD" total_charge=+2 spin_multiplicity=2 lumo_energy_ha="-0.2527 / -0.2520" relative_energy_kj_mol=54.4 e_tot_ha=-2664.73418
Sb -1.09742 -1.06594 0.35062 0.0 0.3 0.3 1.64
Ti 1.37527 0.35313 -0.69359 -0.6 -1.7 -1.2 0.90
N -1.63620 3.10914 -2.68100 -0.1 0.1 0.0 0.16
N 2.24572 -1.18423 0.00017 0.1 -0.7 0.1 -0.13
N 1.76615 1.99052 0.29581 -0.6 1.6 0.4 -0.14
N 0.00782 1.98146 -1.48015 0.3 0.2 0.3 0.04
N 0.77399 2.94916 0.54040 0.1 -0.3 0.0 0.14
N 3.46727 0.85480 -1.28776 0.0 0.2 0.1 0.04
C 5.34938 1.68219 -0.06429 0.5 0.0 0.1 0.03
C -2.17371 -3.80754 1.43721 0.0 -0.1 0.0 -0.09
C -1.92451 4.00227 -1.63396 -0.1 -0.1 -0.3 -0.17
C -0.88724 -3.17861 0.88552 0.0 -0.2 0.0 -0.66
C -2.81684 -0.94375 -0.98603 -0.2 0.0 -0.1 -0.69
C 2.98057 2.28088 0.54087 0.9 0.2 -0.1 0.02
C -2.25690 -1.12547 -2.39930 -0.1 0.0 -0.1 -0.13
C 1.44354 -1.71078 -2.36662 0.2 -0.1 0.3 -0.06
C -2.43540 5.70895 0.46501 -0.1 0.0 0.0 -0.03
C -3.19366 5.78540 -0.70843 0.0 0.0 0.1 -0.02
C 3.38366 -2.81932 -1.04547 0.2 -0.1 0.0 -0.02
C 4.00174 1.54340 -0.24735 -0.6 0.4 0.2 -0.24
C -2.47244 -0.92053 3.17893 0.0 0.1 0.1 -0.10
C -1.57898 -0.09099 2.25779 0.0 0.0 0.1 -0.68
C -1.42226 4.78428 0.57801 0.0 0.0 0.1 0.01
C 0.21380 -3.28286 1.94118 0.0 -0.1 0.0 -0.10
C 3.38340 -1.03646 2.23308 0.0 0.0 0.1 -0.01
C -3.46163 0.43596 -0.87196 -0.1 0.0 -0.2 -0.11
C -1.15631 3.91107 -0.48059 0.1 -0.1 0.1 -0.10
C 5.67810 0.35909 -2.02614 -0.2 -0.1 -0.2 0.01
C -2.94481 4.93584 -1.76557 0.0 0.0 0.0 0.01
C 6.21405 1.06433 -0.97746 0.0 0.2 0.3 0.00
C -3.89218 -2.00050 -0.74924 -0.1 0.0 0.0 -0.10
C 3.94053 -2.61613 0.25510 0.1 -0.1 -0.1 -0.01
C 2.34911 -1.94515 -1.18595 0.0 0.2 0.2 -0.41
C -0.46958 -3.96356 -0.35895 0.0 -0.1 0.0 -0.10
C -0.08128 2.92554 -0.43212 -0.2 0.1 -0.1 -0.29
C -0.74052 2.15490 -2.54551 0.1 -0.1 0.1 -0.14
C -0.22930 0.15135 2.94281 0.0 0.0 0.0 -0.13
C 4.28738 0.27257 -2.14495 0.2 -0.1 0.0 -0.07
C -2.24236 1.26725 2.01715 0.0 0.1 0.1 -0.11
C 3.23735 -1.61870 0.86711 -0.2 0.1 -0.2 -0.35
H 5.72931 2.25802 0.76989 0.0 0.0 0.0 0.14
H -2.15827 3.16477 -3.54424 0.0 0.1 0.0 0.18
H -3.31331 1.17105 1.85130 0.0 0.0 0.0 0.07
H 4.42132 -1.07793 2.56127 0.0 0.0 0.0 0.09
H 6.30603 -0.12227 -2.76316 0.0 0.0 0.0 0.13
H 0.29634 -0.77183 3.18428 0.0 0.0 0.0 0.06
H -0.39925 0.68860 3.88268 0.0 -0.1 0.0 0.10
H 0.43869 0.77590 2.34031 -0.1 0.0 0.0 0.04
H -0.63263 1.47334 -3.37909 0.0 0.0 0.0 0.15
H -4.74293 -1.79066 -1.40843 0.0 0.0 0.0 0.10
H 0.53037 -3.69693 -0.69614 0.1 0.0 0.0 0.06
H -1.44981 -0.42248 -2.62178 0.0 0.0 0.0 0.03
H -4.17660 0.55815 -1.69536 0.0 0.0 0.0 0.10
H -0.82251 4.71727 1.47552 0.0 0.0 0.0 0.13
H -2.72675 -3.17935 2.12813 0.0 0.0 0.0 0.05
H -2.69726 -0.32774 4.07347 0.0 0.0 0.0 0.10
H 3.22200 3.14392 1.15912 0.1 0.0 -0.1 0.16
H -2.74367 1.25629 -0.92840 0.1 0.0 0.0 0.05
H 2.78288 -1.58058 2.96637 0.0 0.0 0.0 0.08
H -1.89060 -4.71346 1.98469 0.0 0.0 0.0 0.10
H -0.44699 -5.03069 -0.10906 0.0 0.1 0.0 0.10
H 3.70027 -3.54525 -1.78073 0.0 0.0 0.0 0.12
H -2.85181 -4.11891 0.64789 0.0 0.0 -0.1 0.07
H -4.01927 0.55392 0.05291 0.0 0.0 0.0 0.07
H -3.98486 6.51848 -0.79189 0.0 0.0 0.0 0.13
H 3.83295 -0.27562 -2.95860 0.0 0.0 0.0 0.13
H -1.86968 -2.13208 -2.56663 0.0 0.0 0.0 0.07
H -2.11057 1.88509 2.91284 0.0 0.0 0.0 0.10
H 1.92697 -2.09337 -3.26402 0.0 0.0 -0.1 0.11
H -1.99185 -1.83647 3.51913 0.0 0.0 0.0 0.07
H -4.26831 -2.00395 0.27472 0.0 0.0 0.0 0.08
H -1.17711 -3.85196 -1.18430 0.0 0.0 0.0 0.07
H -1.81902 1.82436 1.17920 0.0 0.0 0.0 0.04
H 0.43474 -4.34454 2.10028 0.0 0.1 0.0 0.10
H -3.42834 -1.17916 2.71885 0.0 0.0 0.0 0.08
H 1.14100 -2.80032 1.63358 0.0 0.0 0.0 0.05
H 7.28586 1.15138 -0.86011 0.0 0.0 0.0 0.13
H 0.46659 -2.17741 -2.27102 -0.1 0.0 0.0 0.05
H -2.64464 6.38276 1.28414 0.0 0.0 0.0 0.12
H 1.26087 -0.63965 -2.59947 0.0 0.1 -0.3 0.05
H -3.53020 4.99260 -2.67560 0.0 0.0 0.0 0.13
H -0.09540 -2.87897 2.90507 0.0 0.0 0.0 0.07
H -3.54256 -3.00166 -0.99160 0.0 0.0 0.0 0.07
H -3.05158 -0.96242 -3.13754 0.0 0.0 0.1 0.10
H 3.05617 0.00464 2.27775 0.0 0.0 -0.1 0.06
H 4.76809 -3.15789 0.68943 0.0 0.0 0.0 0.12


Record 2
18
Properties=species:S:1:pos:R:3:forces:R:3:lowdin_charge:R:1 method="wB97M-V/def2-TZVPD" total_charge=+2 spin_multiplicity=2 lumo_energy_ha="-0.3087 / -0.4382" relative_energy_kj_mol=147.2 e_tot_ha=-360.06758
N 0.79827 -1.01920 -1.72854 -1.3 -1.0 -2.3 0.17
N 0.23991 1.19386 -0.34568 0.2 -0.2 -0.6 0.11
N -0.89303 2.30828 1.19670 4.2 -4.4 -1.9 0.19
C -0.17682 0.28882 0.57101 1.2 1.0 -0.3 -0.16
C 0.13560 -1.90608 -0.61117 -0.7 -1.0 -4.5 -0.11
C 0.04182 -1.20199 0.62690 -1.9 2.8 1.1 -0.10
C -0.66422 1.01009 1.68719 -3.0 3.1 0.0 0.16
C -0.08766 2.44019 0.02353 -2.3 -3.6 2.2 0.09
H -1.25152 3.03857 1.66541 -1.6 3.2 2.4 0.13
H 0.72081 -1.41147 -2.78657 0.8 0.4 3.2 0.25
H 0.95501 -1.19176 1.16993 0.9 -0.8 1.2 0.15
H 0.30830 -0.10376 -1.83560 0.5 -0.5 0.5 0.12
H -1.07534 0.68446 2.66328 0.4 0.2 -0.7 0.19
H -0.84837 -1.60233 1.14409 0.9 -0.1 0.5 0.17
H 1.75041 -0.79578 -1.41217 0.0 -0.2 -0.8 0.17
H -0.84823 -2.29680 -1.01064 1.0 0.8 0.3 0.17
H 0.13509 3.32627 -0.50330 0.1 1.0 -0.4 0.16
H 0.75997 -2.76137 -0.51438 0.6 -0.8 0.0 0.14